1.
Entry from OMol25: one molecule with the formula C5H9NO (ωB97M-V with the def2-TZVPD basis set).

Cartesian coordinates (Å):
H (0.944, 1.452, -1.442)
H (2.293, 0.518, 0.296)
H (1.323, -1.560, 1.388)
H (-0.958, -0.782, 1.800)
O (-1.487, -0.434, -0.163)
C (-0.696, -1.149, 0.797)
H (0.068, 2.175, -0.120)
H (-2.492, 0.536, -2.017)
C (-0.939, 0.528, -0.955)
H (1.063, 0.891, 1.497)
C (1.218, 0.435, 0.509)
N (-1.563, 0.962, -1.970)
H (-1.031, -2.188, 0.711)
H (1.080, -1.551, -0.364)
C (0.372, 1.206, -0.538)
C (0.807, -1.038, 0.569)

Output
LUMO, eV: 0.908
SMILES: [H]/N=C1/CCCCO1
HOMO-LUMO gap, eV: 10.5
Spin multiplicity: 1
Total charge: 0
ΔE to the lowest compared entry with this formula, charge and spin, kcal per mole: 23.0
HOMO level, eV: -9.57
Total energy, eV: -8868.2167

Atom charges from the Mulliken analysis, given in e for atoms 1 to 4: atom 1 (H): 0.29, atom 2 (H): 0.30, atom 3 (H): 0.35, atom 4 (H): 0.30

---

2.
Entry from OMol25: C6H18F2NaO8P2 as an isolated structure at a distorted geometry (ωB97M-V with the def2-TZVPD basis set).

Cartesian coordinates (Å):
C (-2.874, 6.179, -21.929)
H (-2.002, 3.618, -24.318)
H (-3.381, 3.579, -25.423)
O (5.028, 5.048, -25.558)
O (3.374, 4.438, -23.831)
H (7.057, 4.765, -25.488)
H (-3.125, 5.201, -21.522)
H (-1.804, 4.138, -26.027)
C (6.159, 4.365, -25.021)
H (-1.778, 9.525, -23.500)
O (2.952, 6.496, -25.300)
O (-0.406, 6.239, -24.857)
O (-2.421, 7.778, -24.430)
H (5.446, 8.285, -22.973)
H (2.018, 4.072, -22.356)
H (1.375, 3.891, -23.989)
H (-2.695, 6.857, -21.090)
F (0.872, 6.571, -28.478)
H (5.124, 8.079, -24.716)
C (2.017, 4.502, -23.359)
H (1.630, 5.516, -23.335)
H (-1.933, 9.596, -25.272)
C (-1.619, 8.984, -24.435)
O (-2.865, 5.454, -24.814)
H (6.074, 3.305, -25.260)
H (-0.555, 8.783, -24.540)
P (-1.726, 6.387, -24.262)
F (0.797, 9.768, -26.546)
O (-1.683, 6.094, -22.700)
Na (1.059, 7.459, -26.364)
H (6.559, 7.337, -23.972)
P (3.936, 5.681, -24.623)
C (-2.472, 4.118, -25.168)
H (-3.707, 6.605, -22.487)
O (4.759, 6.428, -23.494)
C (5.511, 7.602, -23.815)
H (6.221, 4.488, -23.940)

Output
LUMO, eV: 2.385
HOMO-LUMO gap, eV: 6.3
Spin multiplicity: 1
Total charge: -1
HOMO level, eV: -3.88
Total energy, eV: -51330.3995

Atom charges from the Mulliken analysis, given in e for atoms 1 to 4: atom 1 (C): -0.77, atom 2 (H): 0.29, atom 3 (H): 0.22, atom 4 (O): -0.33

---

3.
Entry from OMol25: C31H18Cl3CuN5O3S as an isolated structure at a distorted geometry (ωB97M-V with the def2-TZVPD basis set).

Cartesian coordinates (Å):
C (3.523, -1.675, -1.488)
C (-0.659, 0.472, 4.967)
C (0.561, 0.751, 2.464)
H (2.700, 2.798, 4.123)
C (-1.262, -0.175, 3.842)
H (3.093, -0.349, -3.093)
H (5.125, -0.956, -4.383)
C (0.544, 1.240, 4.838)
C (-1.017, 3.054, -1.128)
O (1.572, -0.382, -1.216)
C (-0.578, 0.314, -3.034)
H (-2.814, -1.698, -5.445)
O (1.980, -1.884, 0.315)
C (3.796, -1.077, -2.717)
H (-2.532, -1.797, 0.642)
Cu (0.173, -0.413, 0.022)
C (2.250, 2.249, 3.312)
C (-1.262, -2.730, -1.015)
C (-2.185, -1.128, -4.778)
H (-2.904, -1.085, 4.855)
C (5.533, -2.990, -1.710)
Cl (0.667, 3.778, -3.029)
H (-2.506, -4.390, -1.574)
C (-2.178, -1.338, 1.550)
C (-2.494, -2.876, -3.075)
C (2.105, 1.654, 0.991)
H (-1.759, 0.408, -6.193)
H (-0.317, 1.670, -4.650)
C (-0.593, -0.040, 2.589)
C (-2.411, -0.945, 3.905)
C (-2.887, -1.516, 2.733)
C (2.305, -1.308, -0.746)
S (-0.088, 1.289, 7.154)
H (-3.168, -3.399, -3.740)
H (3.548, 3.019, 1.774)
H (6.672, -2.656, -3.474)
H (6.193, -3.745, -1.312)
C (-1.606, 0.039, -5.190)
N (0.955, 1.741, 5.993)
Cl (-2.240, 3.657, -3.375)
N (-1.105, 0.438, 6.215)
N (1.048, 0.889, 1.200)
C (-0.914, 3.981, -2.227)
C (-2.133, -3.423, -1.878)
H (3.308, -2.918, 0.539)
C (1.163, 1.425, 3.561)
C (5.789, -2.380, -2.918)
H (0.078, 0.848, -2.364)
C (-0.789, 0.759, -4.309)
O (4.171, -3.262, 0.194)
H (2.448, 1.712, -0.034)
C (-1.130, -0.905, -2.583)
H (-0.940, -3.219, -0.108)
C (4.396, -2.651, -0.974)
C (-0.851, -1.460, -1.314)
N (-1.043, -0.673, 1.471)
Cl (-1.047, 5.648, -1.593)
H (-3.781, -2.117, 2.728)
C (-1.955, -1.639, -3.484)
C (2.723, 2.366, 2.006)
N (-1.096, 2.320, -0.257)
C (4.922, -1.422, -3.431)

Output
LUMO (spin up / spin down), eV: -1.332 / -1.329
HOMO-LUMO gap (spin up / spin down), eV: 5.6 / 6.0
Spin multiplicity: 2
Total charge: 0
ΔE to the lowest compared entry with this formula, charge and spin, kcal per mole: 0.0
<S²>: 0.75
HOMO level (spin up / spin down), eV: -6.91 / -7.33
Total energy, eV: -139074.7970

Atom charges from the Mulliken analysis, given in e for atoms 1 to 4: atom 1 (C): 0.00, atom 2 (C): 0.87, atom 3 (C): 0.03, atom 4 (H): 0.55